Record 1
Computed, not measured: a single C4H4O2 molecule, with wB97M-V/def2-TZVPD.

XYZ file:
```
10
Properties=species:S:1:pos:R:3:forces:R:3:nbo_charge:R:1
C -2.57492 -0.10364 -0.00707 -0.50 0.01 0.11 -0.14
C -1.47069 0.36636 -0.03281 -0.33 -0.51 0.41 -0.14
C -0.09380 0.81821 0.05029 0.52 1.22 -1.19 0.48
O 0.16434 2.00679 -0.00373 0.09 -1.29 0.37 -0.46
C 0.92323 -0.32019 0.05078 0.96 -0.09 -0.73 -0.15
O 2.27211 0.17301 0.01222 0.56 -1.86 -0.64 -0.70
H -3.59410 -0.45573 0.05839 0.59 0.16 -0.15 0.24
H 0.74053 -1.00788 -0.83031 -0.18 0.79 0.91 0.20
H 0.75343 -0.87783 0.96803 -0.13 -0.32 0.18 0.19
H 2.87988 -0.59911 -0.26579 -1.59 1.89 0.72 0.48
```
Positions in Å, forces in eV/Å.

Structure (SMILES): C#CC(=O)CO
Strongest force on any atom (hartree/bohr): 0.050
ΔE to the lowest compared entry with this formula, charge and spin (kcal/mol): 51.2
Energy (eV): -8304.859
Kohn-Sham gap (eV): 10.64
Charge: 0
Multiplicity: 1

Record 2
Computed, not measured: a 2-piece molecular cluster, C4H4O2 overall, with wB97M-V/def2-TZVPD.

XYZ file:
```
10
Properties=species:S:1:pos:R:3:forces:R:3:nbo_charge:R:1
C -1.46706 0.31497 -0.03679 -0.30 -1.25 1.00 0.46
C -0.98419 -0.87739 -0.63956 1.85 -2.07 -4.98 0.05
C -0.18180 -0.15115 0.53920 0.81 0.17 -1.04 0.18
C 1.19914 0.48065 0.43446 0.69 -0.22 2.52 -0.67
O -2.25959 1.18411 -0.15940 -0.06 1.20 -0.13 -0.51
O -0.40063 -1.57368 0.42191 -0.08 0.58 0.41 -0.45
H -0.57643 -1.23742 -1.98728 -1.31 1.45 4.61 0.21
H 2.04961 -0.27040 0.45654 -1.32 0.54 -0.57 0.25
H 1.44394 1.04967 1.45822 -0.81 -0.61 -2.54 0.25
H 1.17702 1.08062 -0.48730 0.54 0.20 0.71 0.24
```
Positions in Å, forces in eV/Å.

Strongest force on any atom (hartree/bohr): 0.111
ΔE to the lowest compared entry with this formula, charge and spin (kcal/mol): 110.9
Energy (eV): -8302.270
Kohn-Sham gap (eV): 9.77
Charge: 0
Multiplicity: 1

Record 3
Computed, not measured: a single C4H4O2 molecule, with wB97M-V/def2-TZVPD.

XYZ file:
```
10
Properties=species:S:1:pos:R:3:forces:R:3:nbo_charge:R:1
C -2.50353 -0.05942 -0.00703 -1.68 0.23 0.07 0.70
C -1.52445 -0.87090 -0.25776 3.38 3.49 -0.23 -0.23
C 0.43435 0.65372 0.43713 -0.92 -2.10 -0.87 0.28
C 1.87118 0.41011 0.09154 1.76 1.23 0.72 -0.78
O -3.46388 0.56994 0.09763 0.13 0.34 0.06 -0.40
O -0.16096 -0.25066 -0.37118 -0.79 -0.68 0.29 -0.53
H -1.38585 -1.82735 0.05455 -0.29 -2.55 0.58 0.23
H 2.15299 -0.55852 -0.44918 -0.53 1.24 0.98 0.23
H 2.54455 0.67589 1.03304 -1.33 -0.72 -2.05 0.24
H 2.03560 1.25720 -0.62873 0.27 -0.48 0.45 0.25
```
Positions in Å, forces in eV/Å.

Strongest force on any atom (hartree/bohr): 0.095
ΔE to the lowest compared entry with this formula, charge and spin (kcal/mol): 108.3
Energy (eV): -8302.380
Kohn-Sham gap (eV): 8.88
Charge: 0
Multiplicity: 1

Record 4
Computed, not measured: a single C4H4O2 molecule, with wB97M-V/def2-TZVPD.

XYZ file:
```
10
Properties=species:S:1:pos:R:3:forces:R:3:nbo_charge:R:1
O 1.35179 0.38267 -1.18398 -0.04 -0.44 0.24 -0.59
C 1.35025 -0.66431 -0.58961 0.08 0.30 -0.20 0.65
O 0.31655 -1.16777 0.10074 0.12 0.04 -0.04 -0.49
C -0.83718 -0.34575 0.16368 -0.17 -0.29 -0.32 -0.11
C -0.79952 0.47321 1.63431 0.09 0.59 -0.28 -0.12
C -0.59438 1.37725 0.78588 -0.02 -0.28 0.36 -0.22
H 2.19921 -1.35823 -0.53731 -0.08 0.07 0.01 0.13
H -0.97372 0.13223 -0.81415 -0.02 0.03 0.12 0.22
H -1.69240 -0.99464 0.33197 0.11 0.10 0.00 0.25
H -0.32060 2.16534 0.10848 -0.06 -0.12 0.12 0.27
```
Positions in Å, forces in eV/Å.

Strongest force on any atom (hartree/bohr): 0.013
ΔE to the lowest compared entry with this formula, charge and spin (kcal/mol): 90.7
Energy (eV): -8303.146
Kohn-Sham gap (eV): 11.14
Charge: 0
Multiplicity: 1

Record 5
Computed, not measured: C4H4O2 as an isolated structure, with wB97M-V/def2-TZVPD.

XYZ file:
```
10
Properties=species:S:1:pos:R:3:forces:R:3:nbo_charge:R:1
O -2.08796 -1.00114 1.45197 0.36 0.18 -0.27 -0.55
C -1.29194 -0.38418 0.80192 -0.22 0.07 0.10 0.79
O -1.21930 0.68487 0.17552 -0.22 -0.27 0.27 -0.52
C 0.35357 1.12171 -0.63974 0.02 0.05 -0.06 -0.13
C 1.25734 0.10276 -0.41121 -0.28 -0.21 0.26 -0.09
C 1.14519 -0.97391 0.24212 0.09 0.28 -0.27 -0.27
H -0.12963 -0.96462 0.69191 0.10 -0.16 0.07 0.06
H -0.11572 1.21926 -1.61295 0.23 -0.04 -0.01 0.23
H 0.46559 2.06091 -0.10617 0.11 -0.13 -0.06 0.23
H 1.61593 -1.88986 0.57091 -0.20 0.22 -0.03 0.26
```
Positions in Å, forces in eV/Å.

Strongest force on any atom (hartree/bohr): 0.009
ΔE to the lowest compared entry with this formula, charge and spin (kcal/mol): 88.7
Energy (eV): -8303.229
Kohn-Sham gap (eV): 9.02
Charge: 0
Multiplicity: 1

Record 6
Computed, not measured: a single C4H4O2 molecule, with wB97M-V/def2-TZVPD.

XYZ file:
```
10
Properties=species:S:1:pos:R:3:forces:R:3:nbo_charge:R:1
C 2.51613 0.37963 0.72610 -0.41 -0.17 -0.13 -0.19
C 1.41387 0.02923 0.39044 0.47 0.17 0.17 -0.06
C 0.09739 -0.34928 -0.02652 -0.08 0.33 0.09 0.18
O -0.03249 -1.60650 -0.52500 -0.17 -0.03 -0.02 -0.65
C -0.94317 0.48818 0.05456 0.31 -0.05 0.07 0.04
O -2.17974 0.01321 -0.34259 -0.05 0.12 -0.16 -0.72
H 3.49555 0.68322 1.02371 -0.17 -0.06 -0.05 0.24
H -0.97834 -1.70451 -0.72670 0.17 -0.09 -0.02 0.49
H -0.87491 1.48597 0.47473 0.01 -0.15 -0.10 0.19
H -2.51428 0.58085 -1.04873 -0.08 -0.08 0.14 0.49
```
Positions in Å, forces in eV/Å.

Structure (SMILES): C#C/C(O)=C/O
Strongest force on any atom (hartree/bohr): 0.010
ΔE to the lowest compared entry with this formula, charge and spin (kcal/mol): 49.3
Energy (eV): -8304.940
Kohn-Sham gap (eV): 9.15
Charge: 0
Multiplicity: 1

Record 7
Computed, not measured: C4H4O2 as an isolated structure, with wB97M-V/def2-TZVPD.

XYZ file:
```
10
Properties=species:S:1:pos:R:3:forces:R:3:nbo_charge:R:1
O -2.45000 -0.11117 0.02589 0.74 -0.26 0.12 -0.47
C -1.38955 -0.62294 0.10777 -0.80 0.14 -0.15 0.66
O -0.25084 0.12070 0.49765 0.38 0.06 -0.09 -0.47
C 0.35530 1.75667 -0.20281 -0.21 0.42 -0.06 -0.35
C 0.90894 -0.47945 0.22841 0.19 -0.88 0.05 0.29
C 1.76943 -1.28302 -0.00256 -0.22 0.33 0.02 -0.31
H -1.09609 -1.66544 -0.07937 -0.08 0.08 0.02 0.16
H -0.45763 1.82050 -0.94900 0.02 0.08 0.13 0.12
H -0.00035 2.32487 0.67078 -0.07 0.05 -0.12 0.13
H 2.61078 -1.86070 -0.29676 0.04 -0.01 0.09 0.25
```
Positions in Å, forces in eV/Å.

Strongest force on any atom (hartree/bohr): 0.018
ΔE to the lowest compared entry with this formula, charge and spin (kcal/mol): 160.1
Energy (eV): -8300.133
Kohn-Sham gap (eV): 8.81
Charge: 0
Multiplicity: 1

Record 8
Computed, not measured: a single C4H4O2S molecule, with wB97M-V/def2-TZVPD.

XYZ file:
```
11
Properties=species:S:1:pos:R:3:forces:R:3:nbo_charge:R:1
O -3.14752 -0.20125 0.72309 4.00 -1.32 -2.11 -0.52
C -1.97265 -0.36289 0.22734 -4.95 1.69 3.11 0.36
C -1.20674 0.78480 -0.11515 0.23 0.64 -0.83 -0.37
C 0.09022 0.65216 -0.33519 3.81 2.15 0.46 0.20
O 0.77844 -0.55988 -0.25184 0.43 -0.20 -0.65 -0.52
C 2.15281 -0.78181 -0.13376 -0.14 0.41 1.54 0.05
S 3.26143 0.26861 0.56386 -1.90 -1.75 -1.58 -0.02
H -1.39491 -1.25919 0.26659 -0.22 -1.34 -0.13 0.14
H -1.65702 1.78248 -0.14886 0.17 -0.54 -0.01 0.25
H 0.78179 1.59567 -0.44538 -1.28 -2.10 0.01 0.22
H 2.31415 -1.91871 -0.35070 -0.15 2.36 0.19 0.22
```
Positions in Å, forces in eV/Å.

Structure (SMILES): O=C/C=C\OC=S
Strongest force on any atom (hartree/bohr): 0.118
ΔE to the lowest compared entry with this formula, charge and spin (kcal/mol): 64.2
Energy (eV): -19140.208
Kohn-Sham gap (eV): 8.82
Charge: 0
Multiplicity: 1

Record 9
Computed, not measured: a single C4H4O2S2 molecule, with wB97M-V/def2-TZVPD.

XYZ file:
```
12
Properties=species:S:1:pos:R:3:forces:R:3:nbo_charge:R:1
O 2.02824 2.06931 -0.39747 -1.24 -1.65 0.78 -0.53
C 1.71502 0.92248 -0.13036 1.24 -0.36 -0.88 0.46
S 3.14545 -0.23763 0.16518 -1.29 0.08 -0.17 -0.04
C 0.32814 0.33145 -0.13269 1.50 2.28 0.65 -0.38
C -0.13813 -0.88673 -0.32222 -0.93 0.36 -0.34 0.18
O -1.47420 -1.01898 -0.37482 -1.43 0.89 0.81 -0.47
C -2.09734 0.15034 0.28915 -0.43 -0.72 0.77 -0.24
S -0.97798 1.52758 0.04275 0.20 0.13 -0.28 0.28
H 2.43517 -1.40329 0.19400 0.32 0.58 0.11 0.12
H 0.32628 -1.77883 -0.60911 1.03 -1.00 -0.18 0.21
H -2.18726 -0.06725 1.40562 0.09 -0.01 -1.42 0.19
H -3.10337 0.39155 -0.13002 0.92 -0.59 0.16 0.23
```
Positions in Å, forces in eV/Å.

Structure (SMILES): O=C(S)C1=COCS1
Strongest force on any atom (hartree/bohr): 0.055
ΔE to the lowest compared entry with this formula, charge and spin (kcal/mol): 21.3
Energy (eV): -29976.805
Kohn-Sham gap (eV): 8.74
Charge: 0
Multiplicity: 1

Record 10
Computed, not measured: a single C4H4O2S2 molecule, with wB97M-V/def2-TZVPD.

XYZ file:
```
12
Properties=species:S:1:pos:R:3:forces:R:3:nbo_charge:R:1
O -3.14553 -1.22790 -0.05057 0.57 -0.55 -0.15 -0.44
C -1.95968 -1.20267 -0.13122 -0.63 2.12 -0.16 0.50
C -0.72827 -2.02077 0.27714 0.29 -1.42 0.13 0.50
O -0.34950 -3.14941 0.14862 -0.39 0.95 0.06 -0.45
C -0.04265 -0.70185 0.66274 2.27 -0.77 0.13 -0.45
S 1.77233 -0.74704 0.12911 -1.49 -2.06 0.11 -0.05
C -0.94450 0.06045 -0.23871 -1.40 0.94 -2.37 -0.44
S -1.57114 1.74098 0.34174 1.34 -1.33 -0.07 -0.01
H -0.26743 -0.55199 1.74022 0.59 0.23 -0.52 0.27
H 1.62261 -2.12313 -0.33073 0.45 2.12 0.76 0.17
H -0.51981 0.10700 -1.35097 -0.83 -0.02 2.44 0.26
H -2.77051 1.63244 -0.17484 -0.79 -0.21 -0.37 0.14
```
Positions in Å, forces in eV/Å.

Structure (SMILES): O=C1C(=O)[C@@H](S)[C@@H]1S
Strongest force on any atom (hartree/bohr): 0.057
ΔE to the lowest compared entry with this formula, charge and spin (kcal/mol): 40.7
Energy (eV): -29975.965
Kohn-Sham gap (eV): 8.37
Charge: 0
Multiplicity: 1